1.
Formula: C2H6NS
Source: the OMol25 dataset
Level of theory: the ωB97M-V functional and the def2-TZVPD basis

XYZ file:
```
10
C2H6NS | the OMol25 dataset | the ωB97M-V functional and the def2-TZVPD basis
H -0.37729 -1.33958 1.18860
N 0.25649 0.00350 -0.58572
C -0.58956 1.03181 0.04380
H -0.08959 0.13276 -1.49692
H -0.42069 2.05685 -0.12310
H -0.20049 1.09158 1.87289
H 1.19747 -0.18585 -0.37580
S -1.98420 -0.02471 -0.01341
C -0.56136 -1.06823 0.12106
H -0.46837 -2.08703 -0.38170
```

The gap between HOMO and LUMO comes out at 9.1885 eV. The value obtained for the energy above the lowest of the compared OMol25 structures with the same formula, charge and spin is 400.3 kJ/mol. The net charge is +1. The HOMO energy is -14.01 eV. The calculation puts the energy at -532.2980 a.u.

***

2.
Formula: C2H6O
Source: the OMol25 dataset
Level of theory: the ωB97M-V functional and the def2-TZVPD basis

XYZ file:
```
9
C2H6O | the OMol25 dataset | the ωB97M-V functional and the def2-TZVPD basis
C -1.10339 0.05272 0.04407
H -1.88386 0.84738 -0.23427
O 0.05987 0.81180 0.00637
H 0.96857 -0.75385 0.75071
C 1.15353 0.05234 0.00771
H -1.22035 -0.56775 0.94124
H 2.09783 0.62164 0.24928
H -1.34772 -0.71208 -0.79889
H 1.27551 -0.35220 -0.96622
```

The gap between HOMO and LUMO comes out at 10.9551 eV. As for the structure (SMILES): COC. The value obtained for the energy above the lowest of the compared OMol25 structures with the same formula, charge and spin is 112.9 kJ/mol. The HOMO energy is -9.85 eV. The calculation puts the energy at -154.9828 a.u.

***

3.
Formula: C2H6O
Source: the OMol25 dataset
Level of theory: the ωB97M-V functional and the def2-TZVPD basis

XYZ file:
```
9
C2H6O | the OMol25 dataset | the ωB97M-V functional and the def2-TZVPD basis
H -1.22713 0.59169 0.89363
C 1.16961 -0.04337 0.00001
O 0.00000 -0.81850 0.00000
H -2.00702 -0.73786 -0.00470
H 1.22281 0.59879 0.88890
H 2.00702 -0.73786 0.00470
H 1.22713 0.59168 -0.89363
H -1.22281 0.59879 -0.88891
C -1.16961 -0.04337 -0.00002
```

The gap between HOMO and LUMO comes out at 11.0148 eV. As for the structure (SMILES): COC. The value obtained for the energy above the lowest of the compared OMol25 structures with the same formula, charge and spin is 47.7 kJ/mol. The HOMO energy is -9.87 eV. The calculation puts the energy at -155.0077 a.u.

***

4.
Formula: C2H6O
Source: the OMol25 dataset
Level of theory: the ωB97M-V functional and the def2-TZVPD basis

XYZ file:
```
9
C2H6O | the OMol25 dataset | the ωB97M-V functional and the def2-TZVPD basis
H 1.81782 4.40874 -3.20836
H -2.42057 -3.35428 2.29856
H -1.43292 -3.11154 0.82145
O 2.55287 2.92720 -2.11426
H -0.50943 -3.62598 2.02232
H -1.21361 -2.07740 2.23301
H 0.86595 4.09606 -1.53979
C -1.39851 -3.00834 1.84521
C 1.73839 3.74554 -2.35816
```

The gap between HOMO and LUMO comes out at 11.1351 eV. As for the structure (SMILES): C=O.C. The value obtained for the energy above the lowest of the compared OMol25 structures with the same formula, charge and spin is 136.5 kJ/mol. The HOMO energy is -10.21 eV. The calculation puts the energy at -154.9738 a.u.

***

5.
Formula: C2H6O2
Source: the OMol25 dataset
Level of theory: the ωB97M-V functional and the def2-TZVPD basis

XYZ file:
```
10
C2H6O2 | the OMol25 dataset | the ωB97M-V functional and the def2-TZVPD basis
H 0.68600 -0.07956 0.43819
H -1.10648 0.23979 -1.28246
O 1.88432 -0.87227 -1.37251
H 1.29712 -1.63712 -1.53533
C -0.96669 0.63020 0.84749
H -2.66855 0.20311 -0.30734
H 1.58174 -0.14612 -1.95038
O 0.29681 0.12603 1.25170
C -1.59313 0.39674 -0.34206
H -1.40447 1.13464 1.70381
```

The gap between HOMO and LUMO (alpha / beta) comes out at 3.2337 / 9.1686 eV. As for the spin multiplicity: 2. The value obtained for the energy above the lowest of the compared OMol25 structures with the same formula, charge and spin is 61.3 kJ/mol. The net charge is -1. The HOMO energy (alpha / beta) is 0.99 / -5.08 eV. The calculation puts the energy at -230.1851 a.u.

***

6.
Formula: C2H6O2
Source: the OMol25 dataset
Level of theory: the ωB97M-V functional and the def2-TZVPD basis

XYZ file:
```
10
C2H6O2 | the OMol25 dataset | the ωB97M-V functional and the def2-TZVPD basis
H -0.22159 -1.36410 -0.67433
C -0.62549 -0.43498 0.15855
H 0.62412 1.22575 0.73965
O -1.86427 0.03377 -0.12898
C 0.58719 0.50467 -0.09929
H 1.95650 -0.66413 -0.54594
H -2.08667 0.94622 0.31248
H 0.64714 0.80322 -0.98567
H -0.47269 -0.77242 1.12304
O 1.83714 -0.10786 0.08838
```

The gap between HOMO and LUMO comes out at 10.8620 eV. As for the structure (SMILES): OCCO. The value obtained for the energy above the lowest of the compared OMol25 structures with the same formula, charge and spin is 270.3 kJ/mol. The HOMO energy is -10.05 eV. The calculation puts the energy at -230.1777 a.u.

***

7.
Formula: C2H6O2
Source: the OMol25 dataset
Level of theory: the ωB97M-V functional and the def2-TZVPD basis

XYZ file:
```
10
C2H6O2 | the OMol25 dataset | the ωB97M-V functional and the def2-TZVPD basis
H -0.74729 -0.74328 1.72630
O -0.60324 -1.14190 -1.16416
H 0.88433 1.29999 -0.84974
H -1.57369 0.64069 -1.22445
H -0.00634 1.35564 0.68137
C -0.75119 0.02469 -0.84648
H 0.48742 -0.57720 1.76232
O 1.20166 -0.38564 0.29247
H 0.73456 -1.15174 -0.27520
C 0.37378 0.67875 -0.10242
```

The gap between HOMO and LUMO comes out at 10.1042 eV. The value obtained for the energy above the lowest of the compared OMol25 structures with the same formula, charge and spin is 396.0 kJ/mol. The HOMO energy is -9.62 eV. The calculation puts the energy at -230.1298 a.u.

***

8.
Formula: C2H6O2
Source: the OMol25 dataset
Level of theory: the ωB97M-V functional and the def2-TZVPD basis

XYZ file:
```
10
C2H6O2 | the OMol25 dataset | the ωB97M-V functional and the def2-TZVPD basis
H -1.49616 0.60854 -0.81341
O 1.07749 0.44833 1.82642
H -0.51496 0.68058 -2.15523
C 0.51593 -0.39395 0.83370
C -0.52084 0.21316 -1.34456
O 0.62590 0.14955 -0.47087
H -0.79555 -0.77140 -1.36717
H 0.66259 1.18067 1.81085
H -0.62504 -0.71162 0.98668
H 1.07065 -1.40387 0.69360
```

The gap between HOMO and LUMO comes out at 10.8866 eV. As for the structure (SMILES): COCO. The value obtained for the energy above the lowest of the compared OMol25 structures with the same formula, charge and spin is 281.3 kJ/mol. The HOMO energy is -9.91 eV. The calculation puts the energy at -230.1735 a.u.

***

9.
Formula: C2H6O2P
Source: the OMol25 dataset
Level of theory: the ωB97M-V functional and the def2-TZVPD basis

XYZ file:
```
11
C2H6O2P | the OMol25 dataset | the ωB97M-V functional and the def2-TZVPD basis
H -1.07839 -0.51607 -1.71180
P -0.08076 0.29919 0.31621
H 1.94174 -0.95864 0.97815
O -0.16920 1.83382 0.75491
C -1.40838 -0.34495 -0.72563
O -0.74373 0.76429 1.66244
H -1.99706 -1.19280 -0.23274
H -2.27616 0.34617 -0.89399
H 1.74754 -0.64122 -0.71446
C 1.62732 -0.15098 0.21380
H 2.43707 0.56119 0.35312
```

The gap between HOMO and LUMO comes out at 11.1031 eV. The value obtained for the energy above the lowest of the compared OMol25 structures with the same formula, charge and spin is 271.3 kJ/mol. The net charge is +1. The HOMO energy is -16.76 eV. The calculation puts the energy at -571.2445 a.u.

***

10.
Formula: C2H6O2S
Source: the OMol25 dataset
Level of theory: the ωB97M-V functional and the def2-TZVPD basis

XYZ file:
```
11
C2H6O2S | the OMol25 dataset | the ωB97M-V functional and the def2-TZVPD basis
H -1.83218 -1.33126 3.33317
H 1.41946 1.37341 -5.06073
S 1.06343 -0.47814 -3.67377
H -1.31424 0.73062 3.10363
O -0.26010 0.68983 4.85523
H 0.41307 1.88047 -3.64058
H -0.25947 1.00021 -5.02622
H -0.09744 -1.10507 -3.66830
C -0.95596 0.22109 4.00983
C 0.61138 1.11270 -4.38146
O -1.34826 -1.07162 4.10903
```

The gap between HOMO and LUMO comes out at 9.6608 eV. As for the structure (SMILES): O=CO.CS. The value obtained for the energy above the lowest of the compared OMol25 structures with the same formula, charge and spin is 42.8 kJ/mol. The HOMO energy is -9.20 eV. The calculation puts the energy at -628.4530 a.u.